Entry from the Open Molecules 2025 dataset: C34H30CoNO8PS as an isolated structure at a distorted geometry (wB97M-V/def2-TZVPD).

The value obtained for the HOMO-LUMO gap (alpha / beta) is 0.308 / 0.303 Eh. Its highest occupied orbital energy (alpha / beta) is -8.181 / -8.258 eV. The value obtained for the molar mass is 702.59 g mol⁻¹. The expectation value of S² is 3.76.

The geometry in ORCA input format:
```
! wB97M-V def2-TZVPD RIJCOSX def2/J DEFGRID3
* xyz 0 4
Co 0.02032 0.55691 -0.34049
O -2.59469 0.55901 -3.81823
S -1.49845 -0.18234 -3.26439
O -0.49241 -0.66091 -4.18943
O -0.86013 0.53766 -2.12674
C -2.23320 -1.68354 -2.59204
C -2.91608 -2.41940 -3.55784
C -3.52447 -3.61350 -3.22747
C -3.46210 -4.07563 -1.91745
C -2.79400 -3.34616 -0.95587
C -2.15927 -2.14088 -1.27921
P -1.33471 -1.25739 0.09206
C -0.39547 -2.60722 0.88171
C -0.15522 -2.73569 2.24772
C 0.73899 -3.68733 2.72020
C 1.44544 -4.48705 1.83711
C 1.25102 -4.33468 0.46977
C 0.33766 -3.40908 -0.00179
C -2.78120 -0.67815 1.03294
C -3.60650 0.18259 0.30328
C -4.64826 0.84428 0.92370
C -4.87995 0.65966 2.27999
C -4.07290 -0.19959 3.00677
C -3.01965 -0.86188 2.39012
H -2.95389 -2.02351 -4.56421
H -4.04919 -4.18442 -3.98177
H -3.94229 -5.00800 -1.64943
H -2.75571 -3.70776 0.06467
H -0.64556 -2.08329 2.95427
H 0.89163 -3.79337 3.78685
H 2.14990 -5.22063 2.20734
H 1.81527 -4.93585 -0.23181
H 0.19215 -3.29437 -1.07035
H -3.40498 0.36292 -0.74657
H -5.26049 1.52919 0.35362
H -5.67838 1.19913 2.77233
H -4.24914 -0.34572 4.06504
H -2.40151 -1.52276 2.97972
O 0.24859 0.63184 1.48324
C 1.25031 1.30036 2.25783
C 2.56998 0.95924 1.60506
C 2.69638 -0.56471 1.42020
C 2.83333 -0.92767 -0.02266
C 3.85193 -1.75382 -0.47511
C 3.91125 -2.09467 -1.81636
C 2.94465 -1.58112 -2.66778
C 1.96655 -0.75307 -2.14705
N 1.89911 -0.43462 -0.84444
H -0.55620 1.16739 1.43563
H 1.21874 0.94224 3.29274
H 1.09535 2.38213 2.25002
H 3.40341 1.35914 2.18315
H 2.57929 1.44194 0.62722
H 1.77736 -1.04020 1.76859
H 3.52249 -0.97347 1.99926
H 4.58678 -2.11826 0.22926
H 4.69164 -2.74611 -2.18751
H 2.93035 -1.80699 -3.72440
H 1.20868 -0.34801 -2.79966
O -2.42595 3.73149 0.42308
C -1.33474 3.21128 0.29498
O -1.10635 1.93981 0.46162
C -0.10267 4.07927 0.05915
C -0.06830 5.34524 0.61911
C 1.08408 6.13458 0.57884
C 2.18578 5.59833 -0.03701
O 3.43773 6.13813 -0.18552
C 4.23320 5.12387 -0.78193
O 3.37693 4.06140 -1.18041
C 2.14895 4.34644 -0.63458
C 1.01865 3.57485 -0.61789
H -0.95995 5.70797 1.11202
H 1.11755 7.12192 1.01845
H 4.96199 4.75225 -0.05012
H 4.75467 5.52770 -1.65116
H 0.97586 2.63265 -1.15000
*
```